No. 1
Entry from the Open Molecules 2025 dataset: an isolated molecule of C5H8O2 (ωB97M-V/def2-TZVPD).

Each line ends with the Mulliken charge.
Atoms and positions in Å:
1 C -1.83731 -0.19309 -0.04758  -1.28
2 C -0.52583 0.57050 0.01203  0.26
3 O -0.13253 0.64777 1.41842  -0.24
4 C 0.99526 1.27693 1.61142  -0.33
5 C 1.20542 -1.19745 -0.25833  -1.11
6 C 0.61247 -0.10104 -0.72674  0.73
7 O 0.94734 0.57403 -1.85429  -0.46
8 H -1.71120 -1.19448 0.37595  0.32
9 H -2.62250 0.32669 0.51100  0.35
10 H -2.15872 -0.29417 -1.08951  0.36
11 H -0.63495 1.59101 -0.36476  0.32
12 H 1.18588 1.08934 2.69512  0.18
13 H 2.07797 -1.64184 -0.72574  0.29
14 H 0.85672 -1.62588 0.67440  0.28
15 H 1.74197 0.17169 -2.23139  0.33

Computed properties:
Largest force on an atom in Eh/bohr: 0.0089
Energy relative to the best compared isomer or geometry (same formula, charge and spin) in kcal/mol: 91.8
Total energy in Eh: -345.6587
Molecular weight in g mol⁻¹: 100.1
Lowest unoccupied orbital energy in eV: 0.766
Frontier orbital gap in eV: 9.24
2S+1: 1

---

No. 2
Entry from the Open Molecules 2025 dataset: a structure of composition C75H70N17OPSY (ωB97M-V/def2-TZVPD).

Each line ends with the Mulliken charge.
Atoms and positions in Å:
1 Y -0.04721 -0.14157 0.27201  -0.63
2 C 1.11384 4.96255 1.66941  -1.22
3 N 0.47146 3.68543 2.00997  0.57
4 C 0.75892 2.50431 1.41602  -0.24
5 N -0.07514 1.56639 1.88544  1.42
6 C -0.89116 2.16093 2.82377  -0.41
7 C -0.58550 3.50880 2.86494  1.06
8 C -1.19059 4.59960 3.64556  -0.31
9 C -2.57392 4.76579 3.63476  0.12
10 C -3.16534 5.74823 4.41007  -0.81
11 C -2.38116 6.57679 5.20294  -0.59
12 C -1.00151 6.42326 5.21494  -0.89
13 C -0.40719 5.43661 4.44146  -0.08
14 C -1.78462 1.42204 3.74737  0.26
15 C -1.90998 1.85007 5.07178  -0.58
16 C -2.70973 1.15540 5.96579  -1.06
17 C -3.39401 0.01611 5.56094  -0.79
18 C -3.25127 -0.43617 4.25834  -1.24
19 C -2.44645 0.26022 3.36931  0.37
20 P 2.52509 2.21870 0.98926  -1.10
21 C 2.70306 1.21622 -0.54070  -0.36
22 N 1.83085 0.44454 -1.16373  1.00
23 C 2.55696 -0.39947 -1.98864  -1.33
24 C 3.89944 -0.15851 -1.79804  0.62
25 N 3.96515 0.88540 -0.89203  0.39
26 C 5.21267 1.48133 -0.40725  -0.92
27 C 5.10580 -0.90997 -2.20065  -0.35
28 C 5.19891 -2.25282 -1.82930  0.14
29 C 6.32949 -2.98904 -2.14401  -0.90
30 C 7.38073 -2.39155 -2.82905  -0.55
31 C 7.29230 -1.05951 -3.20677  -0.86
32 C 6.16014 -0.32033 -2.89469  -0.50
33 C 1.88842 -1.17935 -3.05576  1.60
34 C 0.54619 -0.92794 -3.33355  0.98
35 C -0.11030 -1.56846 -4.37479  -0.84
36 C 0.57092 -2.47839 -5.16954  -0.85
37 C 1.91628 -2.71929 -4.92158  -1.19
38 C 2.57226 -2.07199 -3.88592  -0.10
39 C 2.71672 0.65928 1.95342  -0.75
40 N 2.18619 -0.46948 1.50480  2.27
41 C 2.75212 -1.49600 2.22149  -0.64
42 C 3.62138 -0.96841 3.14526  0.41
43 N 3.58087 0.40220 2.95591  0.66
44 C 4.41479 1.36984 3.66931  -1.02
45 C 4.51202 -1.59208 4.14394  -0.83
46 C 4.22089 -1.49125 5.50274  -0.02
47 C 5.06780 -2.06740 6.43846  -0.90
48 C 6.20432 -2.74795 6.02030  -0.51
49 C 6.49426 -2.85543 4.66616  -0.80
50 C 5.65195 -2.27733 3.72775  -0.09
51 C 2.47755 -2.89890 1.86249  0.51
52 C 2.09509 -3.19520 0.55321  -0.13
53 C 1.85431 -4.50223 0.15804  -0.71
54 C 1.99850 -5.54014 1.07022  -0.78
55 C 2.38517 -5.25576 2.37509  -1.26
56 C 2.61942 -3.94593 2.77266  -0.26
57 H 1.34292 4.97233 0.60753  0.38
58 H 0.42497 5.76948 1.89720  0.55
59 H 2.02913 5.10465 2.23990  0.34
60 H -3.18591 4.12120 3.01368  0.46
61 H -4.24038 5.87090 4.39708  0.46
62 H -2.84518 7.33918 5.81468  0.43
63 H -0.38659 7.06752 5.82944  0.46
64 H 0.66738 5.29912 4.48790  0.43
65 H -1.37504 2.72704 5.41298  0.67
66 H -2.79657 1.50378 6.98634  0.47
67 H -4.01988 -0.52152 6.26110  0.48
68 H -3.76122 -1.33735 3.93656  0.61
69 H -2.30010 -0.13353 2.37831  0.41
70 H 5.77252 1.90872 -1.23270  0.42
71 H 4.99095 2.27509 0.29920  0.39
72 H 5.82054 0.71761 0.07440  0.34
73 H 4.38132 -2.71563 -1.28897  0.63
74 H 6.39132 -4.03000 -1.85373  0.48
75 H 8.26534 -2.96484 -3.07400  0.44
76 H 8.10129 -0.59509 -3.75511  0.44
77 H 6.08591 0.70662 -3.23329  0.55
78 H 0.03452 -0.15217 -2.77686  -0.82
79 H -1.14528 -1.32571 -4.59531  0.60
80 H 0.06975 -2.96882 -5.99478  0.54
81 H 2.46691 -3.40546 -5.55166  0.49
82 H 3.62307 -2.26900 -3.73180  0.48
83 H 4.19713 1.34275 4.73288  0.33
84 H 5.46632 1.13209 3.52292  0.34
85 H 4.21158 2.36490 3.28256  0.49
86 H 3.32020 -0.97984 5.82617  0.55
87 H 4.83792 -1.98935 7.49335  0.43
88 H 6.86361 -3.19718 6.75143  0.44
89 H 7.37963 -3.38730 4.34096  0.45
90 H 5.87087 -2.36146 2.66886  0.55
91 H 2.03368 -2.39778 -0.18086  -0.04
92 H 1.58854 -4.71540 -0.87208  0.73
93 H 1.82646 -6.56376 0.76245  0.49
94 H 2.51660 -6.06054 3.08831  0.52
95 H 2.90613 -3.73765 3.79615  0.63
96 C -0.82663 -4.92278 3.76071  -0.64
97 N -0.63059 -3.55952 3.26962  1.19
98 C -0.78367 -3.06921 2.05081  -1.64
99 N -0.43711 -1.78561 2.03895  2.05
100 C -0.04614 -1.56014 3.33454  -1.24
101 N -0.15273 -2.60206 4.10633  -1.27
102 C -2.10121 -5.59768 3.31166  0.76
103 C -2.13905 -6.98101 3.44574  -0.94
104 C -3.28775 -7.68964 3.13758  -0.85
105 C -4.40807 -7.02569 2.67133  -0.96
106 C -4.37409 -5.64213 2.51685  -0.06
107 C -3.22429 -4.92493 2.84521  0.18
108 C -5.58425 -4.99319 2.00967  0.57
109 N -6.72654 -5.55422 1.83386  -0.46
110 N -7.56925 -4.58346 1.31860  -0.45
111 C -6.87437 -3.50760 1.21974  0.71
112 O -5.58998 -3.68091 1.64432  -0.07
113 C -7.33403 -2.22295 0.69118  -0.31
114 C -8.67246 -2.11196 0.32212  -1.02
115 C -9.13928 -0.92498 -0.21230  -0.84
116 C -8.27723 0.14651 -0.38953  -0.91
117 C -6.94425 0.04322 -0.01597  1.17
118 C -6.05762 1.25755 -0.19272  -1.40
119 N -4.65743 0.91585 -0.41785  1.76
120 C -3.69645 0.76449 0.48176  -1.96
121 N -2.57750 0.36031 -0.10903  1.44
122 C -2.95677 0.27872 -1.42482  -1.32
123 N -4.20161 0.60121 -1.65140  -0.85
124 C -6.47227 -1.14297 0.53017  -0.24
125 H -0.79192 -4.84239 4.84499  0.40
126 H 0.03120 -5.51655 3.44696  0.16
127 H -1.13906 -3.64660 1.21477  0.75
128 H 0.30420 -0.60704 3.69503  0.51
129 H -1.26484 -7.50962 3.81036  0.50
130 H -3.30785 -8.76466 3.25694  0.43
131 H -5.31598 -7.55779 2.42075  0.56
132 H -3.23653 -3.84466 2.75595  0.58
133 H -9.32756 -2.96247 0.45490  0.57
134 H -10.17718 -0.83636 -0.50256  0.43
135 H -8.64777 1.06832 -0.82418  0.49
136 H -6.09787 1.90203 0.68600  0.36
137 H -6.38520 1.83164 -1.05584  0.46
138 H -3.84467 0.97445 1.52715  0.45
139 H -2.29222 -0.00535 -2.22404  0.43
140 H -5.43429 -1.25009 0.82556  0.75
141 C -2.91027 3.96769 -0.71524  -0.90
142 N -2.71265 3.73974 -2.14053  0.27
143 C -3.93696 3.90209 -2.93050  -1.15
144 C -1.58521 3.19688 -2.63665  0.27
145 S -0.45716 2.38646 -1.61833  0.04
146 N -1.33049 3.33288 -3.94746  0.18
147 C -1.67388 4.55076 -4.69502  -1.23
148 C -0.33735 2.49586 -4.61419  -1.11
149 H -3.42655 4.91878 -0.58201  0.52
150 H -1.95569 3.99671 -0.20074  0.25
151 H -3.52494 3.17495 -0.28040  0.05
152 H -4.76620 3.50093 -2.34677  0.28
153 H -3.87313 3.33839 -3.85470  0.40
154 H -4.15244 4.94744 -3.15105  0.36
155 H -2.01814 5.32967 -4.02364  0.38
156 H -2.42774 4.36487 -5.45872  0.36
157 H -0.76886 4.90784 -5.18568  0.46
158 H -0.43832 1.46322 -4.30220  0.26
159 H 0.67959 2.82686 -4.39454  0.33
160 H -0.51321 2.55970 -5.68632  0.52
161 C -1.87900 -4.03292 -2.38324  -1.73
162 C -1.34213 -2.93993 -1.58623  0.71
163 N -0.91467 -2.08545 -0.95375  0.02
164 H -2.76907 -4.43909 -1.90268  0.40
165 H -1.12923 -4.81708 -2.48286  0.35
166 H -2.13974 -3.66608 -3.37507  0.41

Computed properties:
Largest force on an atom in Eh/bohr: 0.0115
Net charge: +3
Energy relative to the best compared isomer or geometry (same formula, charge and spin) in kcal/mol: 30.7
Total energy in Eh: -4683.4692
Molecular weight in g mol⁻¹: 1377.4
Lowest unoccupied orbital energy in eV: -6.543
Frontier orbital gap in eV: 7.28
2S+1: 1

---

No. 3
Entry from the Open Molecules 2025 dataset: a structure of composition C30H28N2PtSi at a distorted geometry (ωB97M-V/def2-TZVPD).

Each line ends with the Mulliken charge.
Atoms and positions in Å:
1 C 0.87573 2.38595 2.05335  0.28
2 C 1.26244 2.99004 0.77021  -0.96
3 C 0.16264 3.36595 0.06782  -0.49
4 H 2.28619 3.13109 0.51111  0.42
5 C -0.99110 2.87584 0.67338  -0.91
6 C -0.70448 2.33446 1.90077  -0.66
7 H -1.42132 2.04773 2.67590  0.36
8 H 1.31438 2.73697 3.00213  0.42
9 H 0.13433 3.95801 -0.84175  0.67
10 H -2.00465 3.00280 0.33568  0.55
11 Pt 0.74134 0.44119 1.97567  0.26
12 C -1.54496 -1.38909 -1.08686  -0.59
13 H -2.09588 -0.85897 -1.93238  0.30
14 H -1.82748 -1.03368 -0.02658  0.21
15 H -0.51326 -1.07520 -1.30592  -0.38
16 Si 0.46298 1.15266 -2.26849  0.56
17 C 1.53524 0.05470 -3.32032  0.51
18 C 2.58604 0.93063 -3.74238  -0.62
19 H 2.73868 1.92136 -3.28141  0.26
20 C 3.50476 0.53669 -4.71592  -0.63
21 H 4.31983 1.21618 -4.96659  0.36
22 C 3.39257 -0.73319 -5.30547  -0.48
23 H 4.14589 -1.05391 -6.02212  0.35
24 C 2.39921 -1.63043 -4.87615  -0.48
25 H 2.36899 -2.65386 -5.29787  0.34
26 C 1.44721 -1.24397 -3.90536  -0.11
27 H 0.68794 -1.98390 -3.60201  0.36
28 C -1.05151 1.56774 -3.36675  0.27
29 C -0.98838 1.42300 -4.78739  -0.19
30 H -0.15762 0.88833 -5.26629  0.23
31 C -2.01324 1.85890 -5.65052  -0.65
32 H -1.89135 1.84087 -6.74593  0.34
33 C -3.23576 2.31787 -5.14497  -0.38
34 H -4.04967 2.65616 -5.80358  0.35
35 C -3.39150 2.28851 -3.75262  -0.57
36 H -4.36583 2.56614 -3.32981  0.34
37 C -2.35134 1.91720 -2.89336  -0.17
38 H -2.57618 1.84352 -1.82596  0.33
39 H 1.29137 2.34112 -1.95114  -0.27
40 H -1.82360 -2.49272 -1.07677  0.36
41 C 0.44592 -4.06274 1.53115  -0.87
42 C 0.47336 -2.68903 1.23647  -0.19
43 N 0.38759 -1.73419 2.17780  -0.22
44 C 0.02679 -2.16247 3.43271  0.08
45 C 0.10736 -3.52366 3.85927  0.94
46 C 0.32520 -4.49065 2.85755  -0.60
47 C 0.06448 -3.77019 5.27531  -0.90
48 C -0.08950 -2.73975 6.19760  -0.87
49 C -0.20638 -1.37295 5.79224  1.28
50 C -0.26694 -0.27385 6.67342  -0.61
51 C -0.32359 0.99521 6.13834  -0.83
52 C -0.22965 1.20834 4.76411  -0.21
53 N 0.04684 0.15919 3.94545  -0.27
54 C -0.14282 -1.12399 4.39052  -0.05
55 H 0.57164 -4.79696 0.74513  0.38
56 H 0.59828 -2.35671 0.20859  0.63
57 H 0.39365 -5.52801 3.15081  0.42
58 H 0.19450 -4.81221 5.59727  0.34
59 H -0.07430 -2.99635 7.25887  0.35
60 H -0.28409 -0.45140 7.75593  0.39
61 H -0.38001 1.86243 6.79002  0.40
62 H -0.29701 2.21725 4.34808  0.51

Computed properties:
Largest force on an atom in Eh/bohr: 0.0580
Energy relative to the best compared isomer or geometry (same formula, charge and spin) in kcal/mol: 0.0
Total energy in Eh: -1678.1037
<S²>: 2.0136
Molecular weight in g mol⁻¹: 639.7
Lowest unoccupied orbital energy (spin up / spin down) in eV: -0.877 / -0.825
Frontier orbital gap (spin up / spin down) in eV: 5.28 / 5.55
2S+1: 3